Computed, not measured: a cluster of 2 separate species, C3H9N in total in a non-equilibrium geometry, with ωB97M-V/def2-TZVPD.

Geometry as XYZ:
```
13
Properties=species:S:1:pos:R:3:forces:R:3
C 2.5097 3.7936 3.8071 0.133 -2.122 4.724
N 2.3467 2.6331 4.3622 0.343 2.376 0.052
H 2.7520 4.5905 4.5711 -0.167 -0.438 -1.516
H 2.4088 3.9005 2.7911 -0.160 0.922 -2.369
H 2.0845 1.9410 3.6966 -0.149 -0.738 -0.891
C -1.8813 -2.6586 -2.0667 -0.082 -1.710 -1.479
C -1.0946 -1.5266 -2.7642 -2.741 2.032 1.776
H -1.3419 -3.1430 -1.2506 0.289 0.313 0.012
H -1.9744 -3.4827 -2.8384 -0.365 0.672 0.897
H -2.8897 -2.4442 -1.6553 0.632 0.340 -0.568
H -0.2130 -1.8676 -3.2630 0.545 -0.048 -0.098
H -1.7830 -0.9417 -3.4781 1.132 -1.069 0.792
H -0.9238 -0.7943 -1.9117 0.591 -0.530 -1.331
```
Forces are in eV/Å.

As for the structure (SMILES): C=N.CC. The value obtained for the frontier orbital gap is 11.492 eV.

Quick look at the Löwdin charges, all values in e: number 1, C, carries -0.114; number 2, N, carries 0.006; number 3, H, carries 0.077; number 4, H, carries 0.024; number 5, H, carries 0.007; number 6, C, carries -0.200; number 7, C, carries -0.181; number 8, H, carries 0.050; number 9, H, carries 0.070; number 10, H, carries 0.065; number 11, H, carries 0.042; number 12, H, carries 0.083; number 13, H, carries 0.072


Computed, not measured: an isolated molecule of C5H10O, with ωB97M-V/def2-TZVPD.

Geometry as XYZ:
```
16
Properties=species:S:1:pos:R:3:forces:R:3
C -0.8046 1.5373 0.9042 -0.025 0.021 0.040
C 0.2468 0.9759 -0.0576 0.039 0.046 -0.021
C 0.3344 -0.5219 -0.2705 -0.106 -0.100 0.094
C 1.4297 -0.9465 -1.2189 0.079 -0.048 -0.025
C -0.4151 -1.4706 0.2993 0.268 -0.018 -0.262
O -1.5401 -1.3363 1.0622 -0.119 0.158 0.008
H -0.7768 1.0299 1.8733 0.010 0.095 -0.117
H -0.6103 2.5993 1.0862 -0.041 -0.150 -0.051
H -1.8252 1.4772 0.5014 0.150 -0.020 0.032
H 0.1522 1.4789 -1.0308 -0.009 -0.111 0.096
H 1.2330 1.2829 0.3214 -0.092 -0.039 -0.092
H 2.4229 -0.6150 -0.8886 -0.157 -0.006 0.006
H 1.4572 -2.0339 -1.3436 0.002 0.168 0.062
H 1.2649 -0.5098 -2.2143 0.018 -0.057 0.176
H -0.1566 -2.5218 0.1954 -0.049 0.140 -0.131
H -1.9286 -0.4730 0.8836 0.032 -0.079 0.184
```
Forces are in eV/Å.

As for the structure (SMILES): CC/C(C)=C\O. The value obtained for the frontier orbital gap is 9.318 eV.

Quick look at the Löwdin charges, all values in e: number 1, C, carries -0.112; number 2, C, carries -0.214; number 3, C, carries -0.301; number 4, C, carries -0.081; number 5, C, carries -0.162; number 6, O, carries -0.004; number 7, H, carries 0.081; number 8, H, carries 0.075; number 9, H, carries 0.076; number 10, H, carries 0.113; number 11, H, carries 0.115; number 12, H, carries 0.078; number 13, H, carries 0.074; number 14, H, carries 0.080; number 15, H, carries 0.119; number 16, H, carries 0.063


Computed, not measured: an isolated molecule of H3N2OP in a non-equilibrium geometry, with ωB97M-V/def2-TZVPD.

Geometry as XYZ:
```
7
Properties=species:S:1:pos:R:3:forces:R:3
N 0.9072 -0.7020 -0.2863 -2.628 2.231 -0.347
N -0.5051 0.0968 -0.2351 3.393 -2.245 -0.011
P -1.7975 -0.6976 0.0738 -0.494 -0.802 -0.241
O -2.8082 0.5401 -0.1251 -0.818 -0.583 0.514
H 1.3207 0.1046 0.1339 1.369 0.261 0.054
H 1.0190 -1.4300 0.4092 -0.804 -0.251 0.377
H -2.1439 1.2299 -0.0748 -0.018 1.388 -0.345
```
Forces are in eV/Å.

As for the structure (SMILES): N/N=P/O. The value obtained for the frontier orbital gap is 9.843 eV.

Quick look at the Löwdin charges, all values in e: number 1, N, carries -0.047; number 2, N, carries -0.376; number 3, P, carries 0.758; number 4, O, carries -0.373; number 5, H, carries 0.015; number 6, H, carries 0.023; number 7, H, carries -0.001


> Which of these has the lowest frontier orbital gap?

C5H10O


Copy entry 1 word for word.
Computed, not measured: a cluster of 2 separate species, C3H9N in total in a non-equilibrium geometry, with ωB97M-V/def2-TZVPD.

Geometry as XYZ:
```
13
Properties=species:S:1:pos:R:3:forces:R:3
C 2.5097 3.7936 3.8071 0.133 -2.122 4.724
N 2.3467 2.6331 4.3622 0.343 2.376 0.052
H 2.7520 4.5905 4.5711 -0.167 -0.438 -1.516
H 2.4088 3.9005 2.7911 -0.160 0.922 -2.369
H 2.0845 1.9410 3.6966 -0.149 -0.738 -0.891
C -1.8813 -2.6586 -2.0667 -0.082 -1.710 -1.479
C -1.0946 -1.5266 -2.7642 -2.741 2.032 1.776
H -1.3419 -3.1430 -1.2506 0.289 0.313 0.012
H -1.9744 -3.4827 -2.8384 -0.365 0.672 0.897
H -2.8897 -2.4442 -1.6553 0.632 0.340 -0.568
H -0.2130 -1.8676 -3.2630 0.545 -0.048 -0.098
H -1.7830 -0.9417 -3.4781 1.132 -1.069 0.792
H -0.9238 -0.7943 -1.9117 0.591 -0.530 -1.331
```
Forces are in eV/Å.

As for the structure (SMILES): C=N.CC. The value obtained for the frontier orbital gap is 11.492 eV.

Quick look at the Löwdin charges, all values in e: number 1, C, carries -0.114; number 2, N, carries 0.006; number 3, H, carries 0.077; number 4, H, carries 0.024; number 5, H, carries 0.007; number 6, C, carries -0.200; number 7, C, carries -0.181; number 8, H, carries 0.050; number 9, H, carries 0.070; number 10, H, carries 0.065; number 11, H, carries 0.042; number 12, H, carries 0.083; number 13, H, carries 0.072


> Which of these has the lowest frontier orbital gap?

C5H10O